Record 1
Molecular formula: C2H3NOS3
Method: DFT, the ωB97M-V functional and the def2-TZVPD basis

LUMO (spin up / spin down)   -2.1 / -2.0 eV
Net charge   0
Molar mass   153.253 g mol⁻¹

Geometry as XYZ:
```
10
C2H3NOS3 the ωB97M-V functional and the def2-TZVPD basis
C -0.521 -0.938 0.889
C 0.636 -0.291 0.392
N 0.788 -0.364 -0.992
O -0.405 -0.733 -1.667
S -0.930 -1.291 2.379
S -1.562 -1.301 -0.597
S -0.137 2.205 0.773
H 1.440 -0.069 0.900
H 1.088 0.386 -1.531
H -0.398 2.395 -0.545
```

---

Record 2
Molecular formula: C2H3NOS3
Method: DFT, the ωB97M-V functional and the def2-TZVPD basis

LUMO   -0.1 eV
SMILES   SC1=C(S)SON1
Net charge   0
Molar mass   153.253 g mol⁻¹

Geometry as XYZ:
```
10
C2H3NOS3 the ωB97M-V functional and the def2-TZVPD basis
C -0.144 0.035 -0.086
C 1.015 -0.654 -0.002
N -0.061 1.450 -0.027
O 1.329 1.784 -0.113
S 2.391 0.426 0.055
S -1.857 -0.573 0.081
S 1.050 -2.436 -0.084
H -0.556 1.922 -0.788
H -1.632 -0.413 1.389
H 2.361 -2.584 0.229
```

---

Record 3
Molecular formula: C2H3NP2
Method: DFT, the ωB97M-V functional and the def2-TZVPD basis

LUMO (spin up / spin down)   0.0 / -3.4 eV
Net charge   0
Molar mass   103.001 g mol⁻¹
2S+1   3
<S²>   2.0084

Geometry as XYZ:
```
8
C2H3NP2 the ωB97M-V functional and the def2-TZVPD basis
C 0.161 0.838 1.075
C -0.845 -0.013 0.808
N 1.076 1.500 1.194
P 1.067 0.085 -1.668
P -0.161 -1.339 -0.909
H -1.046 -0.678 1.672
H -1.790 0.509 0.593
H 1.538 -0.903 -2.765
```